{
  "formula": "C50H134N20O25Zn",
  "method": "ωB97M-V with the def2-TZVPD basis set",
  "symbols": ["Zn", "O", "C", "O", "O", "H", "O", "C", "O", "O", "H", "C", "O", "N", "N", "H", "H", "H", "H", "C", "O", "N", "N", "H", "H", "H", "H", "C", "O", "N", "N", "H", "H", "H", "H", "C", "O", "N", "N", "H", "H", "H", "H", "C", "O", "N", "N", "H", "H", "H", "H", "C", "O", "N", "N", "H", "H", "H", "H", "C", "O", "C", "C", "N", "C", "C", "O", "C", "H", "H", "H", "H", "H", "H", "H", "H", "H", "H", "H", "H", "H", "H", "H", "C", "O", "C", "C", "N", "C", "C", "O", "C", "H", "H", "H", "H", "H", "H", "H", "H", "H", "H", "H", "H", "H", "H", "H", "C", "O", "C", "C", "N", "C", "C", "O", "C", "H", "H", "H", "H", "H", "H", "H", "H", "H", "H", "H", "H", "H", "H", "H", "C", "O", "C", "C", "N", "C", "C", "O", "C", "H", "H", "H", "H", "H", "H", "H", "H", "H", "H", "H", "H", "H", "H", "H", "C", "O", "C", "C", "N", "C", "C", "O", "C", "H", "H", "H", "H", "H", "H", "H", "H", "H", "H", "H", "H", "H", "H", "H", "C", "C", "C", "O", "C", "N", "H", "H", "H", "H", "H", "H", "H", "H", "H", "H", "H", "C", "C", "C", "O", "C", "N", "H", "H", "H", "H", "H", "H", "H", "H", "H", "H", "H", "C", "C", "C", "O", "C", "N", "H", "H", "H", "H", "H", "H", "H", "H", "H", "H", "H"],
  "positions_angstrom": [[0.7764, -3.2268, -0.8906], [1.8131, 0.0073, 0.9430], [1.4964, -1.1616, 0.3048], [2.3050, -2.2097, 0.5574], [0.5657, -1.3295, -0.4207], [1.1864, 0.7667, 0.7487], [-2.8459, -4.5622, -1.0974], [-1.5432, -4.1007, -1.0024], [-0.8620, -4.1964, 0.0405], [-0.9831, -3.5054, -2.0073], [-3.1427, -5.0337, -0.3059], [2.7614, 2.6634, 5.6612], [3.4241, 1.7020, 6.1124], [2.9911, 3.9777, 6.0827], [1.8171, 2.5057, 4.7120], [3.6355, 3.7852, 6.8419], [2.1422, 4.4720, 6.3307], [1.3492, 1.6294, 4.7878], [1.1620, 3.2220, 4.4081], [2.6568, -5.7447, 0.0655], [1.8509, -5.0762, -0.5859], [2.6312, -7.0980, -0.1133], [3.5076, -5.1026, 0.9190], [2.8679, -7.6022, 0.7173], [1.7302, -7.4294, -0.4345], [3.4165, -4.1019, 0.9653], [4.1692, -5.5840, 1.4902], [-0.5353, -7.8917, 1.5773], [-0.7796, -8.3694, 0.4735], [-0.7670, -8.6753, 2.6823], [-0.0814, -6.6429, 1.7346], [-1.0156, -9.6041, 2.4592], [-0.8010, -8.3548, 3.6268], [-0.2157, -5.9998, 0.9645], [-0.1890, -6.1608, 2.5994], [5.1238, -0.3510, 2.8692], [6.1923, -0.5006, 3.4364], [4.1009, 0.2873, 3.4828], [4.9380, -0.7419, 1.5700], [4.3754, 0.6601, 4.3870], [3.2703, 0.6155, 3.0294], [5.7540, -1.2525, 1.2727], [4.0523, -1.1538, 1.3016], [-1.4509, -3.1770, -5.8035], [-1.0693, -4.3396, -5.6718], [-1.7519, -2.4185, -4.7282], [-1.6056, -2.6471, -7.0701], [-1.5436, -2.9567, -3.8841], [-1.5219, -1.4417, -4.7646], [-1.6602, -3.4852, -7.6189], [-2.4654, -2.1306, -7.1594], [2.5127, -3.1471, -3.6073], [1.8711, -2.7203, -2.6401], [1.8752, -3.7024, -4.6669], [3.8736, -3.0543, -3.5506], [2.2387, -3.9218, -5.5687], [0.8692, -3.7928, -4.5236], [4.4703, -3.2029, -4.3342], [4.1825, -2.3549, -2.8951], [-6.2260, 0.5734, -9.1458], [-5.0916, 0.7677, -8.3310], [-4.0587, 1.4594, -8.9980], [-3.0220, 1.8338, -7.9757], [-2.2213, 0.7126, -7.5245], [-1.1238, 0.9884, -6.6512], [-1.6223, 1.1577, -5.2241], [-0.4876, 0.9889, -4.4339], [-0.7214, 1.0011, -3.0226], [-6.6534, 1.5144, -9.5163], [-6.9529, 0.0371, -8.5200], [-5.9828, -0.0964, -10.0005], [-4.4271, 2.3652, -9.5278], [-3.6002, 0.8050, -9.7714], [-3.5532, 2.2392, -7.1025], [-2.3899, 2.6500, -8.4113], [-1.7415, 0.3936, -8.3584], [-0.6331, 1.9355, -6.9617], [-0.3832, 0.1926, -6.7582], [-2.4957, 0.4896, -5.0623], [-1.9810, 2.1893, -5.0651], [0.2797, 0.9616, -2.5790], [-1.2751, 0.1432, -2.6628], [-1.2219, 1.9224, -2.6869], [6.5609, -1.5491, -1.7358], [6.6988, -2.2648, -0.4615], [6.1555, -3.6515, -0.5259], [7.1930, -4.5786, -1.1135], [6.6854, -5.9505, -1.0709], [5.6672, -6.1590, -2.1274], [5.3187, -7.5945, -2.3530], [6.4403, -8.1841, -3.0931], [6.3627, -9.5469, -3.2187], [7.1846, -0.6499, -1.7103], [5.5137, -1.2257, -1.8958], [6.8959, -2.1587, -2.5806], [5.1746, -3.6889, -1.0694], [5.9077, -3.8298, 0.5215], [8.1093, -4.6144, -0.5283], [7.4123, -4.1641, -2.1125], [7.4593, -6.5661, -1.2946], [5.9800, -5.8950, -3.1652], [4.7976, -5.5610, -1.8582], [4.3639, -7.7824, -2.8742], [5.2605, -8.1147, -1.3983], [6.5886, -10.0636, -2.2581], [7.2057, -9.7753, -3.8830], [5.4313, -9.9699, -3.6306], [0.5239, 3.6091, 0.1746], [-0.1948, 2.5484, 0.7948], [-0.0504, 2.3270, 2.1983], [-0.8038, 3.3512, 3.0802], [0.0155, 4.5140, 3.5043], [-0.7657, 5.4100, 4.3089], [0.0689, 6.6010, 4.7321], [0.9733, 6.1896, 5.7602], [1.9284, 7.1875, 6.0487], [1.5954, 3.4331, 0.2931], [0.2526, 4.5960, 0.5771], [0.3257, 3.5736, -0.8962], [1.0056, 2.3012, 2.5253], [-0.4622, 1.3266, 2.3555], [-1.2496, 2.9121, 3.9768], [-1.6153, 3.6892, 2.3871], [0.3273, 4.9781, 2.6666], [-1.0880, 4.8116, 5.1685], [-1.6826, 5.7944, 3.7935], [-0.6146, 7.3804, 5.0979], [0.5828, 7.0564, 3.8367], [2.5351, 6.8745, 6.8998], [1.4433, 8.1439, 6.2899], [2.6219, 7.3594, 5.1930], [2.1866, 7.5791, 1.2586], [2.4886, 6.2389, 1.3106], [3.4564, 5.8951, 2.3444], [3.7884, 4.4433, 2.2277], [4.3530, 4.0960, 0.9790], [4.5344, 2.6937, 0.7794], [4.8955, 2.3763, -0.6453], [3.7704, 2.7042, -1.5466], [4.1586, 2.6251, -2.9222], [1.6113, 7.9489, 2.1375], [1.5634, 7.7423, 0.3685], [3.0858, 8.1734, 1.1597], [2.9980, 6.1111, 3.3292], [4.3392, 6.5187, 2.1749], [2.8524, 3.9303, 2.5636], [4.5402, 4.1765, 2.9891], [3.6630, 4.3586, 0.2774], [3.6711, 2.0202, 0.9251], [5.3102, 2.4153, 1.4967], [5.1838, 1.3127, -0.6860], [5.7215, 2.9858, -1.0232], [3.1934, 2.8234, -3.4072], [4.4099, 1.5837, -3.2241], [4.9495, 3.2914, -3.3008], [-4.2816, 1.4829, 5.3493], [-5.0912, 0.3315, 5.2570], [-6.1275, 0.5368, 4.3089], [-6.8532, -0.8286, 4.2177], [-6.0797, -1.9457, 3.7519], [-5.9512, -2.0238, 2.3133], [-4.6458, -2.6124, 1.8251], [-3.5292, -1.9241, 2.3708], [-3.1715, -0.8392, 1.5355], [-3.8035, 1.7310, 4.3881], [-3.5119, 1.3272, 6.1187], [-4.8947, 2.3394, 5.7012], [-5.6903, 0.9379, 3.3763], [-6.8800, 1.2565, 4.7077], [-7.7773, -0.7668, 3.6239], [-7.1701, -1.0496, 5.2364], [-5.1338, -1.8312, 4.1476], [-6.0767, -0.9848, 1.9468], [-6.7925, -2.5926, 1.9307], [-4.5978, -2.5697, 0.7324], [-4.6079, -3.6699, 2.1029], [-2.6903, -1.2615, 0.6213], [-2.4310, -0.2100, 2.0309], [-4.0336, -0.2140, 1.2314], [-0.8505, -0.6328, 4.9266], [0.1910, -0.8936, 5.9920], [1.5074, -1.3681, 5.3896], [1.2328, -2.5264, 4.6232], [2.3777, -2.8975, 3.9593], [0.5503, 0.1437, 6.9425], [-0.5823, 0.2404, 4.3129], [-1.8473, -0.4361, 5.3270], [-0.9485, -1.5172, 4.2744], [-0.2681, -1.7329, 6.5393], [2.3061, -1.6204, 6.1245], [1.8257, -0.5273, 4.7557], [2.1313, -3.7317, 3.3108], [3.1556, -3.2212, 4.6803], [2.7658, -2.0751, 3.3493], [-0.1938, 0.8174, 7.0695], [1.4134, 0.6495, 6.7681], [-6.6023, 0.6117, -0.9750], [-6.6056, 0.3686, -2.5131], [-5.1890, 0.7043, -3.0734], [-4.0472, 0.2300, -2.2835], [-3.8660, -1.2100, -2.3328], [-7.1306, -0.9291, -2.8532], [-5.9071, -0.0214, -0.4116], [-7.6068, 0.4597, -0.5792], [-6.3023, 1.6486, -0.7804], [-7.2530, 1.1042, -3.0136], [-5.0773, 1.8065, -3.1126], [-5.0811, 0.3131, -4.1081], [-4.3067, -1.5922, -3.2636], [-4.3634, -1.7364, -1.5069], [-2.7984, -1.4885, -2.3277], [-6.9277, -1.1332, -3.8236], [-6.7443, -1.7164, -2.3280], [-3.4789, 3.1724, -0.2115], [-3.2885, 4.6083, 0.0639], [-3.2857, 5.3247, -1.2909], [-2.9325, 6.6918, -0.9743], [-3.2464, 7.6558, -1.9272], [-4.2702, 5.1251, 1.0419], [-2.7198, 2.8203, -0.9219], [-4.4738, 3.0399, -0.6783], [-3.4712, 2.5173, 0.6553], [-2.2629, 4.6886, 0.4570], [-4.1894, 5.2054, -1.9058], [-2.4569, 4.9179, -1.8927], [-2.7418, 7.5038, -2.9027], [-2.9259, 8.6157, -1.5149], [-4.3360, 7.7213, -2.0877], [-5.1692, 4.8120, 0.7048], [-4.1911, 6.1339, 1.0859]],
  "lowdin_charge": [0.7569, 0.0825, -0.6866, -0.1094, 0.0447, 0.1109, 0.1095, -0.6554, -0.0209, -0.0613, 0.1186, -0.6284, -0.0067, 0.1628, 0.1795, 0.1011, 0.0696, 0.0612, 0.0526, -0.6117, -0.0084, 0.1877, 0.2156, 0.1005, 0.1043, 0.0743, 0.1095, -0.6911, 0.0086, 0.1535, 0.1791, 0.0873, 0.0901, 0.0703, 0.1020, -0.7002, 0.0217, 0.1738, 0.1791, 0.0860, 0.0654, 0.0723, 0.0504, -0.6760, 0.0082, 0.1968, 0.1471, 0.0733, 0.0767, 0.0900, 0.0838, -0.5921, 0.0016, 0.2127, 0.1912, 0.1073, 0.0888, 0.1010, 0.0735, -0.1203, -0.1943, -0.2484, -0.2230, -0.0810, -0.2242, -0.2561, -0.1912, -0.0658, 0.0866, 0.0898, 0.0934, 0.1283, 0.1293, 0.1254, 0.1285, 0.1068, 0.1234, 0.1211, 0.1210, 0.1256, 0.0914, 0.0667, 0.0796, -0.0845, -0.2191, -0.1880, -0.2138, -0.0352, -0.2225, -0.2047, -0.2047, -0.1655, 0.0888, 0.0683, 0.0716, 0.1050, 0.1101, 0.1265, 0.1107, 0.1053, 0.1292, 0.0898, 0.1300, 0.1092, 0.0933, 0.0902, 0.0913, -0.0617, -0.2136, -0.2073, -0.1663, -0.0738, -0.2116, -0.2053, -0.2171, -0.1171, 0.0728, 0.0805, 0.0920, 0.0959, 0.1025, 0.1116, 0.1196, 0.0903, 0.1283, 0.1343, 0.1247, 0.1156, 0.0863, 0.0907, 0.0864, -0.1449, -0.2114, -0.1766, -0.2490, -0.0438, -0.2375, -0.1807, -0.2106, -0.1190, 0.0777, 0.0953, 0.0835, 0.1073, 0.1268, 0.1054, 0.1367, 0.0993, 0.1041, 0.1299, 0.1086, 0.1193, 0.0844, 0.0825, 0.0873, -0.1250, -0.2008, -0.2146, -0.2142, -0.0658, -0.2241, -0.2113, -0.1846, -0.0857, 0.0803, 0.0821, 0.0939, 0.1160, 0.1272, 0.1217, 0.1134, 0.1111, 0.0981, 0.1177, 0.1005, 0.1270, 0.0967, 0.0739, 0.0796, -0.0454, -0.4413, -0.2026, -0.1783, -0.1353, 0.0567, 0.0541, 0.0686, 0.0904, 0.1373, 0.1497, 0.1011, 0.0744, 0.1020, 0.0670, 0.0674, 0.0372, -0.0456, -0.4272, -0.1736, -0.2248, -0.0936, 0.0311, 0.0530, 0.0757, 0.0625, 0.1314, 0.1176, 0.1148, 0.0816, 0.0640, 0.0603, 0.0683, 0.0749, -0.0776, -0.4624, -0.1729, -0.2077, -0.1378, 0.0655, 0.0775, 0.0717, 0.0788, 0.1154, 0.1313, 0.1237, 0.0918, 0.0856, 0.0887, 0.0653, 0.0651],
  "lumo_ev": 0.3,
  "homo_lumo_gap_ha": 0.3228,
  "energy_ev": -183432.6145
}